# C4H10N2

A single C4H10N2 molecule at a distorted geometry (ωB97M-V/def2-TZVPD, the OMol25 dataset).

Summary:
- orbital gap (hartree) = 0.394
- DFT total energy (eV) = -7289.624
- SMILES = C=N[C@H](N)CC
- net charge = 0
- M (g mol⁻¹) = 86.1
- energy relative to the best compared isomer or geometry (same formula, charge and spin) (eV) = 0.9956

CARTESIAN COORDINATES (ANGSTROEM)
C  -1.96586  -1.61134  0.58592
N  -0.88356  -1.40701  -0.07442
C  -0.40899  -0.03161  -0.07116
N  -0.65367  0.50608  -1.39468
C  1.09439  -0.04604  0.24433
C  1.72622  1.34148  0.30329
H  -2.52704  -0.82219  1.11489
H  -2.38958  -2.62702  0.63465
H  -0.92097  0.59282  0.67181
H  -1.60097  0.23874  -1.65120
H  -0.06288  -0.01615  -2.04049
H  1.62563  -0.65126  -0.50267
H  1.25977  -0.55173  1.20469
H  1.98115  1.59956  1.33641
H  2.65513  1.35872  -0.27647
H  1.07124  2.12696  -0.08489

# C18H18NO4Y

A molecular structure, C18H18NO4Y at a distorted geometry (ωB97M-V/def2-TZVPD, the OMol25 dataset).

Summary:
- orbital gap (hartree) = 0.153
- DFT total energy (eV) = -29675.564
- net charge = 0
- M (g mol⁻¹) = 401.3
- energy relative to the best compared isomer or geometry (same formula, charge and spin) (eV) = 0.0000

CARTESIAN COORDINATES (ANGSTROEM)
C  0.41141  -2.00708  3.11235
C  -0.60373  -2.65241  2.34356
C  -0.15058  -2.64944  1.00815
H  -1.48260  -3.09331  2.79926
C  1.04464  -1.89574  0.92859
C  1.44301  -1.58443  2.23403
H  2.39933  -1.17799  2.54387
H  0.45858  -2.05223  4.17945
H  -0.59717  -3.16694  0.17965
H  1.54629  -1.60842  0.02723
C  -0.54779  2.47986  1.48114
C  -0.24746  2.28268  2.83509
C  1.05358  1.68157  2.92780
H  -0.89947  2.45852  3.69675
C  1.50525  1.46125  1.61814
C  0.47715  1.86113  0.70528
H  0.53958  1.82113  -0.37222
H  -1.39580  3.03005  1.09768
H  1.55540  1.44200  3.86548
H  2.50653  1.17818  1.31785
Y  -0.68672  -0.17970  1.86188
O  -0.98704  0.06786  -0.25154
C  -1.72934  -0.50752  -1.39338
C  -0.52846  -0.82991  -2.19222
H  -2.26069  -1.41693  -1.00561
H  -2.32902  0.16351  -2.04268
H  -0.05866  -1.77619  -1.93623
H  1.15154  -1.74801  -4.03852
C  0.67545  -0.79528  -4.30144
C  -0.05317  -0.11714  -3.26283
C  -0.52134  1.20410  -3.55267
H  -1.05672  1.71456  -2.75982
C  -0.24343  1.77401  -4.78735
H  -0.48856  2.82725  -4.91868
C  0.35459  1.05309  -5.80315
H  0.52839  1.51629  -6.77717
C  0.80165  -0.25607  -5.56634
H  1.31535  -0.81088  -6.35937
O  -0.38363  1.11072  5.72822
N  -0.69305  0.07280  5.16795
O  -0.44601  -1.00421  5.66292
O  -1.37726  0.12926  3.99888

# C4H10OS2

A single C4H10OS2 molecule at a distorted geometry (ωB97M-V/def2-TZVPD, the OMol25 dataset).

Summary:
- orbital gap (hartree) = 0.351
- DFT total energy (eV) = -28027.672
- SMILES = CSSCCCO
- net charge = 0
- M (g mol⁻¹) = 138.3
- energy relative to the best compared isomer or geometry (same formula, charge and spin) (eV) = 0.9197

CARTESIAN COORDINATES (ANGSTROEM)
C  -1.94929  2.44582  1.80327
S  -0.96574  2.53916  0.24887
S  0.58513  1.27614  0.42969
C  -0.03023  -0.41308  0.14978
C  0.22386  -0.95824  -1.24822
C  1.66936  -1.34346  -1.47466
O  2.07987  -2.45082  -0.65268
H  -2.82772  1.82298  1.66346
H  -1.36434  1.98016  2.58760
H  -2.19240  3.47234  2.03594
H  0.27855  -1.14390  0.91357
H  -1.07756  -0.41504  0.48099
H  -0.00383  -0.21976  -2.02274
H  -0.41872  -1.83824  -1.33938
H  1.83354  -1.76446  -2.47023
H  2.41428  -0.55737  -1.34752
H  1.74524  -2.43222  0.24226

# C40H71N7O6S6

A molecular structure, C40H71N7O6S6 at a distorted geometry (ωB97M-V/def2-TZVPD, the OMol25 dataset).

Summary:
- orbital gap (hartree) = 0.246
- DFT total energy (eV) = -130314.530
- net charge = 0
- M (g mol⁻¹) = 938.5
- energy relative to the best compared isomer or geometry (same formula, charge and spin) (eV) = 38.3703

CARTESIAN COORDINATES (ANGSTROEM)
C  3.19522  -1.04387  2.33824
S  3.52800  -0.94781  4.15654
O  5.05049  -0.86035  4.42615
C  2.80023  0.72357  4.41443
H  3.08329  -2.10138  2.09895
H  3.98680  -0.63854  1.70799
H  2.24181  -0.52734  2.22740
H  1.74661  0.84491  4.16292
H  3.32889  1.39407  3.73690
H  2.95816  1.08986  5.42883
C  -2.60395  -4.55374  -0.97606
S  -1.44458  -4.18638  -2.35052
O  -2.00413  -5.02403  -3.50161
C  -2.00334  -2.39963  -2.54479
H  -3.62315  -4.42548  -1.34058
H  -2.37402  -3.88830  -0.14394
H  -2.44381  -5.52888  -0.51610
H  -1.66345  -1.96939  -3.48685
H  -1.85322  -1.64158  -1.77607
H  -3.08823  -2.49188  -2.59550
C  -2.26403  -0.30131  4.43578
S  -0.74515  0.75409  4.44255
O  0.48060  -0.18191  4.20366
C  -1.07040  1.47074  2.78823
H  -3.16717  0.24729  4.16840
H  -2.32511  -0.83295  5.38538
H  -2.06936  -1.03267  3.65137
H  -1.75231  2.30614  2.94699
H  -1.35575  0.76585  2.00733
H  -0.17627  2.00125  2.46085
C  0.52912  -1.88668  -3.15530
S  0.10163  -0.78962  -4.54714
O  0.24510  -1.62530  -5.86445
C  1.62090  0.32916  -4.42325
H  0.34661  -1.50482  -2.15083
H  1.56589  -2.19818  -3.28252
H  -0.21735  -2.67625  -3.24177
H  1.90186  0.54610  -3.39267
H  1.39303  1.33570  -4.77401
H  2.50045  -0.08276  -4.91804
C  -0.35743  -1.85453  2.90259
S  0.73211  -2.78980  1.72892
O  1.85671  -1.93900  1.09436
C  1.54921  -3.82720  2.99599
H  -0.90526  -1.05695  2.40074
H  0.34992  -1.38711  3.58762
H  -1.06738  -2.56005  3.33423
H  2.14861  -3.20339  3.65907
H  2.25219  -4.47577  2.47325
H  0.77028  -4.37742  3.52384
C  -2.69821  0.50112  -2.65035
S  -1.66572  2.00875  -2.50553
O  -0.25237  1.67500  -2.93222
C  -2.30545  2.97618  -3.90200
H  -3.58343  0.57987  -2.01925
H  -2.16876  -0.38029  -2.28855
H  -3.10743  0.10072  -3.57788
H  -2.41391  2.26775  -4.72326
H  -1.58624  3.77016  -4.10305
H  -3.27098  3.43755  -3.69466
N  -0.49219  5.60636  -2.19520
C  -1.17090  4.82161  -1.30058
C  -0.17747  3.96145  -0.79672
C  1.11775  4.31677  -1.38191
C  0.84605  5.30292  -2.32674
H  -0.89886  6.22095  -2.88586
H  -2.22533  4.90402  -1.08196
H  -0.40077  3.31927  0.04242
H  2.00680  3.71475  -1.26556
H  1.45223  5.75256  -3.09924
N  -4.74030  2.37176  0.14469
C  -3.62357  3.14479  -0.21054
C  -2.51874  2.41741  0.12081
C  -2.94210  1.22271  0.64575
C  -4.30755  1.22011  0.68842
H  -5.71133  2.53014  -0.08357
H  -3.71688  4.10566  -0.69473
H  -1.50159  2.70345  -0.10271
H  -2.30638  0.36895  0.82840
H  -5.06753  0.52924  1.02237
N  5.11736  0.04609  -0.44354
C  4.55768  0.92766  0.51161
C  3.17452  0.84343  0.44300
C  2.88404  -0.17027  -0.50904
C  4.08885  -0.57301  -1.11437
H  6.10115  -0.03204  -0.65842
H  5.20119  1.63758  1.00992
H  2.45215  1.38151  1.03887
H  1.88033  -0.51199  -0.71446
H  4.32879  -1.36204  -1.81172
N  -0.37127  1.21178  -0.80055
C  -0.34733  -0.12604  -0.99762
C  0.12479  -0.77300  0.14904
C  0.40091  0.22948  0.96026
C  0.00750  1.48620  0.48339
H  -0.71298  1.85507  -1.50020
H  -0.65552  -0.59799  -1.91886
H  0.23603  -1.82841  0.34935
H  0.87891  0.02715  1.90734
H  0.07938  2.51408  0.80695
N  -4.49462  -1.93264  -0.35736
C  -3.50153  -0.99268  -0.21562
C  -2.43021  -1.52020  0.50040
C  -2.90022  -2.75610  1.04641
C  -4.12536  -3.04947  0.35854
H  -5.36439  -1.88104  -0.86819
H  -3.57352  -0.04429  -0.72725
H  -1.47734  -1.04911  0.69142
H  -2.27694  -3.41307  1.63491
H  -4.66426  -3.98496  0.38737
N  2.32045  3.45134  3.13020
C  1.50951  2.88863  2.25369
C  1.92423  3.02308  0.94829
C  3.21317  3.48548  1.11773
C  3.45170  3.73905  2.41650
H  2.18886  3.47353  4.13134
H  0.57128  2.56578  2.68016
H  1.48137  2.85625  -0.02251
H  3.92740  3.71443  0.34065
H  4.29685  4.10439  2.98098
N  1.62181  -3.05648  -0.29981
C  0.69498  -3.72829  -1.04866
C  1.32514  -4.11461  -2.25645
C  2.67923  -3.78662  -2.09015
C  2.80746  -3.08255  -0.94429
H  1.43486  -2.61555  0.58942
H  -0.26473  -3.90429  -0.58565
H  0.85542  -4.63978  -3.07495
H  3.45130  -3.95497  -2.82634
H  3.63406  -2.44830  -0.65993

no.,E_LUMO (eV)
1,1.161
2,-3.045
3,0.766
4,-0.293